A 4-piece molecular cluster, C30H29N5O9S overall at a distorted geometry, computed with the ωB97M-V functional and the def2-TZVPD basis.

```
74
Properties=species:S:1:pos:R:3:mulliken_charge:R:1
O 1.300 2.335 1.234 -0.6433
S -0.060 1.901 1.230 1.2424
O -0.797 2.111 2.438 -0.6673
O -0.761 2.679 0.021 -0.3972
C -0.076 0.192 0.736 -0.6412
C 0.873 -0.001 -0.457 -0.7484
C 0.362 -1.048 -1.430 -1.0639
C -0.842 -0.581 -2.224 -0.6239
C -0.490 0.361 -3.348 0.7210
C -1.403 1.394 -3.669 -0.4950
N -1.228 2.258 -4.623 -0.4683
C -0.058 2.109 -5.314 0.2524
C 0.235 2.999 -6.365 -0.5303
C 1.383 2.881 -7.097 -0.5434
C 2.296 1.851 -6.792 -0.4342
C 2.030 0.980 -5.772 -0.5609
C 0.850 1.084 -5.017 0.3566
N 0.622 0.195 -4.003 -0.3666
H -1.628 2.289 -0.166 0.3275
H -1.092 -0.143 0.538 0.3770
H 0.250 -0.321 1.633 0.3624
H 1.823 -0.342 -0.062 0.3524
H 1.047 0.961 -0.931 0.4773
H 0.053 -1.920 -0.851 0.4190
H 1.154 -1.403 -2.076 0.4748
H -1.436 -1.398 -2.626 0.4546
H -1.503 -0.013 -1.567 0.1512
H -2.312 1.474 -3.085 0.4707
H -0.470 3.784 -6.587 0.4740
H 1.567 3.571 -7.901 0.4142
H 3.199 1.779 -7.375 0.3916
H 2.749 0.210 -5.545 0.4494
C -1.355 -1.901 6.645 -0.4082
C -0.963 -3.207 6.387 -0.4652
C -0.941 -3.681 5.086 -0.4239
C -1.313 -2.831 4.061 0.1477
C -1.712 -1.527 4.299 -0.2132
C -1.732 -1.063 5.603 -0.5866
N -1.270 -3.320 2.677 1.0731
O -0.928 -4.468 2.488 -0.6194
O -1.572 -2.540 1.792 -0.6244
H -1.365 -1.532 7.662 0.3862
H -0.669 -3.858 7.198 0.4135
H -0.633 -4.698 4.884 0.4699
H -2.001 -0.877 3.486 0.4431
H -2.037 -0.046 5.806 0.4037
C -2.636 6.417 0.059 -0.6276
C -3.451 7.355 -0.560 -0.3401
C -3.653 7.305 -1.930 -0.5049
C -3.032 6.309 -2.660 -0.0351
C -2.213 5.368 -2.063 -0.4725
C -2.015 5.425 -0.691 -0.3750
N -3.255 6.245 -4.114 1.0292
O -3.962 7.097 -4.613 -0.6179
O -2.719 5.344 -4.725 -0.5902
H -2.484 6.456 1.129 0.4034
H -3.933 8.127 0.025 0.3844
H -4.284 8.033 -2.418 0.4535
H -1.733 4.601 -2.655 0.5448
H -1.377 4.701 -0.209 0.7697
C 4.577 -5.642 1.564 -0.4201
C 3.200 -5.496 1.657 -0.5060
C 2.543 -5.837 2.829 -0.3419
C 3.283 -6.317 3.893 0.0926
C 4.655 -6.474 3.817 -0.3947
C 5.303 -6.134 2.641 -0.3980
N 2.596 -6.662 5.148 1.0083
O 1.389 -6.532 5.186 -0.6053
O 3.276 -7.054 6.073 -0.6079
H 5.088 -5.372 0.649 0.3810
H 2.635 -5.116 0.818 0.4450
H 1.470 -5.725 2.900 0.5258
H 5.214 -6.855 4.659 0.4478
H 6.375 -6.249 2.567 0.3710
```

Values from the calculation:
DFT total energy = -68285.6785 eV
2S+1 = 1
Lowest unoccupied orbital energy = -0.780 eV
Net charge = 0
Frontier orbital gap = 8.408 eV
HOMO = -9.19 eV
SMILES string = O=S(=O)(O)CCCCc1cnc2ccccc2n1.O=[N+]([O-])c1ccccc1.O=[N+]([O-])c1ccccc1.O=[N+]([O-])c1ccccc1